# 1
7 unconnected molecules or ions with the total composition C18H53N3O10, computed with ωB97M-V with the def2-TZVPD basis set.

Last column: Löwdin charge in e.
CARTESIAN COORDINATES (ANGSTROEM)
O: -7.86 12.94 -21.67  -0.19
O: -8.69 23.15 -17.74  -0.19
O: -10.39 9.10 -19.78  -0.18
O: -12.15 23.55 -27.10  -0.18
O: -0.22 20.05 -22.48  -0.05
O: 2.61 20.48 -18.52  -0.05
O: -14.90 24.55 -15.75  -0.21
O: -6.54 24.97 -26.76  -0.20
O: 1.15 16.24 -25.02  -0.05
O: 2.31 23.17 -25.28  -0.05
N: -12.36 23.51 -17.13  -0.06
N: -10.27 11.71 -20.88  -0.04
N: -9.11 23.47 -26.22  -0.07
C: -13.35 23.08 -27.64  -0.12
C: -5.39 24.95 -27.53  -0.13
C: -11.39 22.54 -26.52  -0.25
C: -11.52 11.03 -20.84  -0.24
C: -10.34 23.12 -25.52  -0.20
C: -7.62 22.42 -17.23  -0.11
C: -16.18 24.57 -15.22  -0.15
C: -11.47 10.04 -19.69  -0.21
C: -10.14 12.53 -22.08  -0.24
C: -9.15 13.55 -21.84  -0.25
C: -8.11 23.88 -25.23  -0.21
C: -11.05 23.78 -17.77  -0.20
C: -13.50 24.17 -17.78  -0.22
C: -9.94 22.86 -17.18  -0.24
C: -14.85 23.92 -17.09  -0.17
C: -6.69 23.90 -25.83  -0.21
C: -6.78 13.82 -21.42  -0.11
C: -10.38 8.08 -18.86  -0.14
H: -6.85 22.45 -18.01  0.09
H: -10.06 8.47 -17.90  0.09
H: -4.46 25.36 -27.13  0.08
H: 3.35 19.89 -18.61  0.03
H: -8.46 24.84 -24.86  0.12
H: -16.81 25.28 -15.75  0.09
H: -13.40 25.23 -18.02  0.12
H: 3.15 22.80 -25.02  0.03
H: -11.10 23.68 -18.85  0.12
H: -10.72 24.81 -17.66  0.11
H: -9.13 14.25 -22.67  0.12
H: -9.62 10.94 -20.87  0.11
H: 0.17 20.87 -22.78  0.03
H: -7.08 14.47 -20.61  0.08
H: -7.13 22.88 -16.37  0.09
H: -15.02 22.84 -17.02  0.12
H: -11.37 7.63 -18.74  0.09
H: 0.87 17.07 -24.63  0.03
H: -10.00 11.95 -22.99  0.13
H: -13.84 23.82 -28.28  0.09
H: -5.64 25.57 -28.39  0.09
H: -12.38 11.68 -20.73  0.12
H: -15.68 24.34 -17.66  0.11
H: -6.52 14.35 -22.34  0.09
H: -13.21 22.29 -28.38  0.08
H: -9.23 24.16 -26.94  0.12
H: -16.50 23.53 -15.12  0.09
H: -11.03 13.15 -22.18  0.13
H: -5.29 23.90 -27.79  0.08
H: -12.48 9.64 -19.65  0.11
H: -11.43 10.54 -18.72  0.12
H: 0.10 19.94 -21.58  0.03
H: 2.42 24.11 -25.20  0.03
H: -6.40 22.94 -26.25  0.12
H: -7.94 21.39 -17.09  0.09
H: -10.77 24.02 -25.08  0.12
H: -14.00 22.74 -26.83  0.09
H: -8.03 23.19 -24.39  0.12
H: -10.20 22.30 -24.82  0.11
H: -6.00 13.21 -20.95  0.09
H: -16.18 24.81 -14.16  0.08
H: -12.29 23.96 -16.23  0.10
H: -9.67 7.29 -19.12  0.09
H: -9.52 14.09 -20.97  0.13
H: -10.25 21.84 -17.44  0.12
H: -9.90 22.98 -16.10  0.12
H: -11.72 10.51 -21.77  0.12
H: -13.57 23.68 -18.76  0.11
H: -10.87 21.92 -27.26  0.12
H: -11.96 21.83 -25.92  0.11
H: -6.03 24.10 -24.99  0.11
H: 1.15 16.42 -25.96  0.03
H: 3.00 21.33 -18.31  0.03

The calculation puts the strongest force on any atom at 2.69 eV/A. As for the lowest unoccupied orbital energy: 0.6 eV. As for the SMILES: COCCNCCOC.COCCNCCOC.COCCNCCOC.O.O.O.O. The value obtained for the energy is -1634.05129 a.u. Its charge is 0. The calculation puts the gap between HOMO and LUMO at 9.122 eV.

# 2
A molecular structure, C18H54F2InNO13S2, computed with ωB97M-V with the def2-TZVPD basis set.

Last column: Löwdin charge in e.
CARTESIAN COORDINATES (ANGSTROEM)
In: 2.69 1.49 1.51  1.18
S: 0.65 -0.94 1.41  0.82
S: 0.30 0.35 -0.44  0.67
F: 0.32 1.90 -0.89  -0.17
F: 1.92 -1.21 2.36  -0.16
O: -1.14 0.20 -0.17  -0.41
O: 1.19 2.77 2.03  -0.16
O: -4.61 -0.26 1.71  -0.05
O: -2.51 -0.98 -3.20  -0.03
O: -0.31 -0.69 2.47  -0.25
O: 0.63 -2.21 0.66  -0.32
O: -2.40 -4.06 2.06  -0.04
O: 0.82 -0.26 -1.65  -0.24
O: 2.95 2.22 -0.45  -0.05
O: 3.63 -0.11 0.67  -0.10
O: -0.40 4.58 -1.81  -0.04
O: 1.85 1.90 3.43  -0.13
O: 1.05 -5.49 -1.71  -0.06
N: 1.26 0.50 0.68  -0.29
C: -2.86 0.81 0.49  -0.08
C: 2.77 1.48 -1.61  -0.29
C: -0.89 -2.13 -1.87  -0.07
C: -1.02 2.79 1.07  -0.05
C: 3.05 -1.52 -1.15  -0.08
C: -2.67 -2.35 0.39  -0.07
C: -1.72 2.81 -2.91  0.01
C: 1.26 -4.13 -2.18  -0.19
C: 1.42 -3.15 -0.97  -0.17
C: -4.27 0.24 0.43  -0.25
C: 0.16 0.57 4.44  -0.06
C: -0.98 3.27 -1.61  -0.30
C: 2.02 2.40 -2.55  0.03
C: -1.75 -2.93 1.44  -0.26
C: 4.06 -0.47 -0.61  -0.18
C: -1.91 -0.98 -1.92  -0.31
C: -0.10 2.24 2.10  -0.23
C: 1.63 0.79 4.26  -0.23
H: -2.56 1.23 -0.47  0.12
H: 3.50 2.98 -0.65  0.16
H: -0.11 2.67 -1.36  -0.17
H: 0.03 4.79 -0.97  0.07
H: -4.29 -0.57 -0.30  0.10
H: 2.53 3.36 -2.67  0.12
H: -0.37 1.31 5.04  0.12
H: 1.11 3.73 2.04  0.18
H: 2.14 -1.00 -1.43  0.02
H: -0.45 2.38 3.12  0.15
H: -2.55 3.47 -3.19  0.09
H: 2.85 -2.31 -0.42  0.07
H: -1.46 -0.01 -1.67  0.05
H: -1.91 1.74 -2.87  0.06
H: -0.31 0.34 3.48  0.00
H: -1.61 3.31 -0.72  0.09
H: -3.67 -2.06 0.70  0.09
H: 2.00 0.87 5.28  0.15
H: 1.33 2.62 3.79  0.16
H: 2.22 0.56 -1.38  0.05
H: -1.58 -2.22 2.24  0.10
H: -0.96 2.97 -3.66  0.08
H: -0.76 -3.18 1.06  0.09
H: 2.09 -0.08 3.79  0.10
H: 1.68 -2.13 -1.24  -0.01
H: 0.42 -2.98 -0.58  0.02
H: 3.61 -0.87 1.26  0.13
H: 3.47 -1.96 -2.05  0.15
H: -2.66 -1.22 -1.17  0.05
H: 1.02 2.63 -2.20  0.06
H: -5.01 1.00 0.20  0.13
H: -2.18 -1.45 0.00  0.01
H: -1.28 3.84 1.11  0.14
H: 5.08 -0.85 -0.64  0.15
H: -2.73 1.61 1.22  0.07
H: -1.93 -4.15 2.89  0.08
H: -5.43 -0.76 1.67  0.10
H: 2.16 -4.14 -2.79  0.11
H: -2.22 -0.02 0.79  0.07
H: 0.02 -0.36 4.99  0.12
H: 1.01 -6.02 -2.51  0.08
H: -0.64 2.55 0.08  0.02
H: -3.38 -0.59 -3.14  0.09
H: -0.42 -2.25 -0.89  0.02
H: -0.09 -1.87 -2.56  0.10
H: 0.01 1.15 2.08  0.06
H: -2.77 -2.99 -0.48  0.12
H: 3.72 1.15 -2.03  0.14
H: 2.12 -3.46 -0.19  0.12
H: 0.41 -3.81 -2.78  0.09
H: -1.99 2.30 1.15  0.03
H: 4.08 0.47 -1.16  0.05
H: -1.27 -3.10 -2.21  0.12
H: 1.92 1.94 -3.53  0.13

The calculation puts the strongest force on any atom at 15.81 eV/A. As for the lowest unoccupied orbital energy: -9.9 eV. The value obtained for the energy is -2935.30232 a.u. Its charge is +2. The calculation puts the gap between HOMO and LUMO at 4.051 eV.

# 3
A molecular structure, C18H54HgO22S, computed with ωB97M-V with the def2-TZVPD basis set.

Last column: Löwdin charge in e.
CARTESIAN COORDINATES (ANGSTROEM)
Hg: 1.84 -1.47 -1.56  1.35
S: -0.30 -0.05 -0.25  0.37
O: -2.73 -2.82 5.25  -0.07
O: 2.69 5.80 -0.44  -0.07
O: 2.33 -3.91 3.55  -0.08
O: -4.16 -0.41 0.38  -0.06
O: 2.83 3.65 1.77  -0.09
O: -2.17 3.67 -0.69  -0.07
O: 0.11 -3.18 -1.97  -0.11
O: 2.92 3.84 4.50  -0.07
O: 1.81 2.88 -0.74  -0.10
O: 2.48 -0.92 2.44  -0.09
O: 1.64 -1.12 -3.89  -0.16
O: -1.80 2.32 2.04  -0.10
O: 0.87 -0.71 0.39  -0.39
O: -0.30 1.40 -0.02  -0.31
O: 3.29 -2.92 -2.67  -0.12
O: -2.99 -2.73 -1.18  -0.08
O: -2.19 -2.11 2.54  -0.08
O: -2.06 0.52 -3.92  -0.05
O: 0.27 0.48 -5.65  -0.08
O: -1.51 -0.72 0.22  -0.33
O: -0.10 -0.37 -1.67  -0.40
O: 2.23 -3.31 -0.04  -0.13
C: 3.06 -2.99 -4.08  -0.18
C: 1.36 3.97 -1.54  -0.21
C: -2.97 3.82 0.47  -0.23
C: -1.40 1.71 -4.34  -0.22
C: 2.19 2.76 3.93  -0.24
C: -3.32 -1.68 4.61  -0.23
C: 1.32 -2.92 3.38  -0.22
C: 0.04 -3.95 -0.76  -0.20
C: 1.86 -1.50 3.56  -0.24
C: 2.67 2.45 2.52  -0.23
C: 1.43 -4.44 -0.40  -0.21
C: 2.71 -1.62 -4.69  -0.17
C: -2.31 -1.15 3.58  -0.24
C: -4.76 -1.66 0.15  -0.27
C: 0.08 1.50 -4.64  -0.21
C: 2.40 5.06 -1.64  -0.23
C: -4.34 -2.32 -1.16  -0.23
C: -2.15 3.68 1.77  -0.23
H: 2.71 -3.48 0.79  0.11
H: 0.62 1.18 -3.75  0.10
H: 3.48 -0.85 -4.65  0.13
H: 2.35 -1.69 -5.71  0.14
H: -2.70 3.92 2.68  0.11
H: 1.90 1.87 2.00  0.11
H: -4.50 -1.54 -1.92  0.12
H: 1.03 -0.59 -4.46  0.06
H: 2.21 -3.65 -4.24  0.13
H: 2.53 3.42 0.87  0.04
H: -0.62 -4.81 -0.86  0.14
H: 1.79 -0.80 1.76  0.01
H: 0.48 -3.11 4.04  0.12
H: 3.57 1.85 2.62  0.12
H: -1.92 -1.65 1.73  0.02
H: -3.19 -0.55 0.26  0.03
H: 1.05 -0.83 3.87  0.11
H: 1.39 -5.25 0.33  0.14
H: 0.49 2.46 -4.98  0.12
H: -3.39 -0.89 5.35  0.12
H: -4.95 -3.20 -1.36  0.12
H: -0.34 -3.34 0.06  0.12
H: 3.84 -3.53 -4.62  0.13
H: 3.07 4.45 3.77  0.07
H: 2.40 1.90 4.57  0.11
H: -1.73 2.82 -0.58  0.04
H: -0.76 -2.75 -2.08  0.08
H: 1.02 -2.99 2.33  0.10
H: -4.28 -1.86 4.11  0.12
H: -0.33 0.82 -6.34  0.11
H: 4.17 -3.25 -2.47  0.12
H: -4.78 -2.45 0.92  0.11
H: -2.55 -3.39 4.48  0.07
H: 3.40 4.70 -1.93  0.12
H: 3.35 5.39 0.12  0.07
H: 1.11 2.95 3.97  0.11
H: -1.89 2.14 -5.21  0.12
H: 1.87 -4.92 -1.28  0.12
H: -2.54 -0.15 3.21  0.12
H: -1.28 4.34 1.86  0.12
H: -1.59 0.14 -3.17  0.05
H: -1.23 1.97 1.32  0.02
H: 2.15 5.83 -2.37  0.12
H: -1.50 2.43 -3.52  0.12
H: 2.61 -1.45 4.36  0.12
H: 1.21 3.56 -2.54  0.11
H: -3.48 4.78 0.51  0.12
H: -5.84 -1.45 0.20  0.12
H: -3.71 3.01 0.49  0.12
H: 0.47 4.44 -1.12  0.13
H: -1.38 -1.03 4.15  0.10
H: 2.77 -3.81 4.40  0.08
H: -2.44 -2.06 -0.74  0.03
H: 1.02 2.44 -0.36  0.04

The calculation puts the strongest force on any atom at 2.43 eV/A. As for the lowest unoccupied orbital energy: -1.9 eV. The value obtained for the energy is -2924.96271 a.u. Its charge is 0. The calculation puts the gap between HOMO and LUMO at 7.289 eV.

# 4
10 unconnected molecules or ions with the total composition C18H54N2O20S4, computed with ωB97M-V with the def2-TZVPD basis set.

Last column: Löwdin charge in e.
CARTESIAN COORDINATES (ANGSTROEM)
S: -25.49 12.67 18.87  0.53
S: -21.18 10.95 16.79  0.57
S: -14.80 15.77 15.87  0.56
S: -18.06 15.69 20.78  0.53
O: -15.04 16.78 14.89  -0.27
O: -19.84 10.48 16.61  -0.27
O: -18.29 14.14 21.01  -0.26
O: -22.56 18.39 16.22  -0.13
O: -13.49 15.24 16.06  -0.26
O: -23.85 14.32 14.03  -0.12
O: -26.39 18.68 19.83  0.04
O: -24.81 13.46 17.91  -0.27
O: -22.02 10.51 15.52  -0.24
O: -18.86 16.39 21.71  -0.25
O: -22.66 15.52 17.69  0.07
O: -18.20 16.02 19.41  -0.27
O: -21.40 12.34 17.05  -0.29
O: -25.01 20.28 20.23  0.07
O: -24.93 11.44 19.29  -0.26
O: -15.74 14.52 15.59  -0.26
O: -20.30 18.83 20.34  -0.13
O: -25.83 13.57 20.10  -0.26
O: -25.17 16.20 16.46  -0.12
O: -22.07 16.65 19.40  0.06
N: -25.35 19.28 19.63  -0.43
N: -21.97 15.68 18.66  -0.37
C: -21.07 14.59 19.10  0.04
C: -15.43 16.30 17.44  -0.12
C: -21.95 9.93 18.04  -0.09
C: -23.39 10.97 15.51  -0.25
C: -17.97 13.24 19.92  -0.25
C: -20.96 18.94 21.59  -0.16
C: -22.64 14.10 14.77  -0.16
C: -17.09 14.78 15.14  -0.25
C: -26.50 16.19 16.94  -0.15
C: -18.05 13.92 15.92  -0.05
C: -17.49 11.92 20.48  -0.05
C: -24.33 9.82 15.13  -0.04
C: -16.37 15.81 21.29  -0.10
C: -27.16 12.40 18.38  -0.10
C: -24.74 14.32 20.75  -0.21
C: -22.81 18.24 14.82  -0.13
C: -25.20 15.75 20.91  -0.04
C: -24.49 18.84 18.51  0.02
H: -23.53 19.33 18.57  0.09
H: -24.49 13.82 21.68  0.13
H: -22.85 10.41 18.42  0.04
H: -24.44 9.82 14.04  0.08
H: -27.60 11.77 19.14  0.08
H: -23.82 18.57 14.58  0.08
H: -21.22 9.84 18.83  0.07
H: -17.31 15.85 15.21  0.11
H: -24.92 19.20 17.58  0.11
H: -15.80 15.02 20.81  0.07
H: -25.69 16.06 19.98  0.06
H: -23.64 11.38 16.49  0.08
H: -24.35 16.40 21.09  0.08
H: -18.85 13.08 19.30  0.10
H: -25.31 9.86 15.59  0.07
H: -15.45 15.38 18.02  0.06
H: -22.13 15.05 14.95  0.07
H: -20.23 14.57 18.43  0.08
H: -22.89 13.72 15.76  0.04
H: -17.15 14.53 14.08  0.13
H: -22.59 17.24 14.46  0.06
H: -21.17 20.00 21.78  0.08
H: -25.90 15.83 21.74  0.09
H: -18.32 11.35 20.91  0.08
H: -21.86 17.77 16.45  0.06
H: -16.36 16.84 17.32  0.07
H: -22.17 18.93 14.25  0.08
H: -23.54 11.81 14.83  0.10
H: -20.33 18.55 22.39  0.06
H: -18.96 13.74 15.35  0.08
H: -24.71 15.65 17.11  0.02
H: -20.78 14.77 20.13  0.09
H: -21.52 13.60 19.07  0.09
H: -24.34 15.03 14.47  0.05
H: -27.69 13.35 18.34  0.07
H: -20.79 18.22 19.78  0.02
H: -14.62 16.86 17.90  0.08
H: -27.11 16.97 16.48  0.09
H: -18.26 14.27 16.93  0.05
H: -27.09 11.92 17.40  0.08
H: -23.85 8.87 15.34  0.08
H: -17.62 12.91 15.98  0.09
H: -26.55 16.50 17.99  0.06
H: -24.34 17.77 18.41  0.06
H: -27.02 15.23 16.82  0.07
H: -23.85 14.26 20.11  0.09
H: -17.04 11.36 19.67  0.09
H: -16.79 12.06 21.30  0.08
H: -15.99 16.77 20.96  0.08
H: -16.38 15.68 22.37  0.08
H: -21.90 18.38 21.60  0.07
H: -17.19 13.68 19.29  0.10
H: -22.06 13.40 14.17  0.09
H: -22.12 8.97 17.56  0.08

The calculation puts the strongest force on any atom at 1.72 eV/A. As for the lowest unoccupied orbital energy: -0.5 eV. As for the SMILES: CCOS(C)(=O)=O.CCOS(C)(=O)=O.CCOS(C)(=O)=O.CCOS(C)(=O)=O.C[N+](=O)[O-].C[N+](=O)[O-].CO.CO.CO.CO. The value obtained for the energy is -3924.96933 a.u. Its charge is 0. The calculation puts the gap between HOMO and LUMO at 9.213 eV.